# 1
Density functional theory data (the ωB97M-V functional and the def2-TZVPD basis) for a 2-piece molecular cluster, C2H9NS2 overall in a non-equilibrium geometry.

Each line ends with the Mulliken charge.
CARTESIAN COORDINATES (ANGSTROEM)
S -1.3936 -4.3357 0.5926  0.175
S 0.5439 -4.6397 0.5472  0.176
H -1.8495 -5.4131 -0.1249  0.318
H 0.9696 -3.3315 0.5102  0.329
C -0.9368 1.7058 -0.3921  -1.086
C 0.5493 1.4161 -0.3851  -0.029
N 1.2070 2.1729 0.7031  -0.632
H -1.2978 1.9390 0.6078  0.348
H -1.2481 2.5117 -1.0606  0.308
H -1.5334 0.8609 -0.7456  0.302
H 0.7266 0.3745 -0.0646  0.061
H 1.0144 1.5101 -1.3724  0.281
H 2.2179 2.0570 0.6221  0.219
H 1.0305 3.1720 0.5623  0.231

Computed properties:
**Maximum force**: 1.28 eV/Å
**E_HOMO (spin up / spin down)**: -11.61 / -11.61 eV
**Multiplicity**: 2
**Energy above the lowest of the compared OMol25 structures with the same formula, charge and spin**: 0.336 eV
**Calculated total energy**: -932.36731 Eh
**Charge**: +1
**Orbital gap (spin up / spin down)**: 6.4 / 2.6 eV



# 2
Density functional theory data (the ωB97M-V functional and the def2-TZVPD basis) for a 8-piece molecular cluster, C27H54Cl14FN5P overall in a non-equilibrium geometry.

Each line ends with the Mulliken charge.
CARTESIAN COORDINATES (ANGSTROEM)
C 1.4889 -0.0034 -0.9353  -0.549
C 0.1587 0.4570 -1.6033  -0.440
C -0.9065 -0.6676 -1.7516  -0.462
C -1.8474 -0.8658 -0.4870  0.119
C -1.3303 -0.2043 0.8145  -1.650
N -2.2253 -2.3106 -0.3032  -0.058
C -1.2449 -3.1554 -0.0116  0.419
N 0.0571 -2.8392 0.1554  -0.174
C 0.7817 -3.9350 0.4033  -0.291
N -0.0980 -4.9371 0.3992  0.168
C 0.4406 -6.2849 0.6261  -0.285
C 1.7527 -6.5509 -0.1669  -0.054
N 1.7458 -6.6446 -1.4259  -0.590
N -1.3541 -4.5263 0.1785  0.073
C -2.4354 -5.5163 0.1850  -0.707
C -2.8943 -5.8577 -1.2817  -0.131
F -4.2885 -5.8376 -1.3081  -0.276
P -3.9128 -2.6953 -0.5561  -0.006
C -4.6073 -1.8491 -2.0465  -1.182
C -4.7975 -2.1978 0.9896  -0.712
H 2.2069 0.8431 -0.8769  -0.047
H 1.9523 -0.7673 -1.5863  0.285
H 1.3603 -0.3731 0.0934  0.085
H 0.4458 0.7436 -2.6355  0.294
H -0.2365 1.3897 -1.1569  0.254
H -1.5419 -0.3892 -2.6172  0.297
H -0.3901 -1.6055 -2.0210  0.316
H -2.7613 -0.3010 -0.7569  0.516
H -2.1348 -0.3262 1.5754  0.355
H -1.1972 0.8851 0.7080  0.433
H -0.4250 -0.6552 1.2417  0.238
H 1.8525 -3.9902 0.5844  0.519
H -0.2443 -7.0951 0.3118  0.398
H 0.6693 -6.4774 1.6910  0.154
H 2.6940 -6.6565 0.4432  0.074
H 2.7133 -6.8487 -1.6977  0.313
H -2.1900 -6.4655 0.6839  0.544
H -3.2760 -5.0835 0.7545  0.320
H -2.5771 -5.0516 -1.9697  0.203
H -2.5245 -6.8398 -1.6193  0.298
H -5.5647 -2.3264 -2.3152  0.404
H -4.8805 -0.8133 -1.7461  0.478
H -3.9442 -1.8432 -2.9253  0.341
H -5.8771 -2.4032 0.9352  0.449
H -4.5791 -1.1358 1.2426  -0.124
H -4.4105 -2.7805 1.8516  0.356
Cl 1.6343 3.1641 -3.5951  -0.205
C 1.7532 4.5405 -2.4689  -0.640
C 2.9618 4.4398 -1.5729  -0.151
Cl 2.8232 3.1006 -0.3952  -0.265
H 0.8302 4.5869 -1.8932  0.342
H 1.8222 5.4418 -3.0769  0.402
H 3.0689 5.3574 -0.9931  0.304
H 3.8770 4.2925 -2.1528  0.152
Cl 6.2084 4.9717 -2.1850  -0.219
C 6.2492 4.2441 -0.5549  0.333
C 7.5953 3.6430 -0.2348  -0.462
Cl 7.9395 2.1984 -1.2223  -0.207
H 5.4571 3.5015 -0.4966  0.217
H 6.0239 5.0401 0.1528  -0.221
H 7.6169 3.3269 0.8078  0.337
H 8.4001 4.3586 -0.3910  0.250
Cl 8.7799 6.7817 1.1675  -0.190
C 7.8096 8.0984 0.4590  -0.477
C 6.6267 8.4614 1.3243  -0.555
Cl 5.4060 7.1630 1.3651  -0.117
H 7.4956 7.7879 -0.5363  0.283
H 8.4694 8.9593 0.3562  0.386
H 6.1347 9.3473 0.9236  0.312
H 6.9288 8.6732 2.3483  0.354
Cl 0.8343 8.6565 0.7609  -0.187
C 0.8235 7.9724 2.4062  -0.418
C 2.1585 7.3781 2.7838  -0.507
Cl 2.5302 5.9129 1.8442  -0.102
H 0.0277 7.2318 2.4581  0.304
H 0.5773 8.7869 3.0871  0.314
H 2.1495 7.0869 3.8340  0.314
H 2.9701 8.0884 2.6343  0.276
Cl 2.1281 -9.0287 3.1568  -0.173
C 3.8794 -8.7570 3.3506  -0.485
C 4.2169 -7.2893 3.4225  -0.461
Cl 3.9359 -6.4677 1.8592  -0.185
H 4.3905 -9.2455 2.5231  0.314
H 4.1788 -9.2489 4.2751  0.356
H 5.2713 -7.1611 3.6650  0.357
H 3.6289 -6.7787 4.1823  0.325
Cl -4.6014 1.2533 2.1058  -0.126
C -6.2181 1.8460 2.5807  -0.571
C -6.9191 0.9104 3.5358  -0.452
Cl -7.3844 -0.6244 2.7613  -0.157
H -6.7986 1.9996 1.6731  0.307
H -6.0694 2.8137 3.0586  0.344
H -7.8378 1.3736 3.8944  0.349
H -6.2953 0.6778 4.3968  0.305
Cl -7.6679 -0.8560 -2.5904  -0.127
C -8.4591 -0.6751 -4.1783  -0.483
C -7.5077 -0.9432 -5.3191  -0.486
Cl -6.2502 0.3116 -5.4551  -0.177
H -8.8782 0.3275 -4.2330  0.337
H -9.2809 -1.3900 -4.2073  0.304
H -8.0552 -0.9473 -6.2612  0.349
H -7.0125 -1.9061 -5.2079  0.308

Computed properties:
**Maximum force**: 4.37 eV/Å
**E_HOMO**: -10.19 eV
**Calculated total energy**: -8218.59179 Eh
**Charge**: +1
**Orbital gap**: 8.2 eV



# 3
Density functional theory data (the ωB97M-V functional and the def2-TZVPD basis) for the molecule C17H13ClN2O3.

Each line ends with the Mulliken charge.
CARTESIAN COORDINATES (ANGSTROEM)
O 0.2745 1.3306 -0.5243  -0.680
C 1.0450 0.5050 -0.0837  0.534
N 2.0893 0.7882 0.7589  -0.042
C 2.4816 2.0161 1.2751  0.324
C 1.8348 3.2211 1.0005  -0.268
C 2.3390 4.3677 1.5848  -0.578
C 3.4518 4.2836 2.4109  -0.347
C 4.0153 3.0357 2.6157  -0.333
N 3.5479 1.9290 2.0658  -0.540
C 0.9419 -0.9287 -0.4057  0.040
C 1.6016 -2.0533 0.0360  -0.079
C 1.0007 -3.1467 -0.6156  -1.337
C 0.0192 -2.6179 -1.4127  0.693
C -0.9650 -3.2775 -2.3278  -0.727
O -2.0929 -2.4771 -2.6112  -0.480
C -2.6830 -1.7233 -1.6370  0.101
C -3.2215 -0.5139 -2.0814  -0.473
C -3.8661 0.3500 -1.2231  -0.626
C -3.9830 0.0298 0.1193  -0.500
C -3.4721 -1.1677 0.5783  -0.567
C -2.8393 -2.0459 -0.2893  0.998
Cl -2.2830 -3.5474 0.3931  -0.218
O -0.0120 -1.2886 -1.2906  -0.161
H 2.6837 0.0322 1.0699  0.212
H 0.9749 3.2402 0.3536  0.526
H 1.8671 5.3209 1.3965  0.403
H 3.8679 5.1604 2.8809  0.368
H 4.8829 2.9048 3.2491  0.377
H 2.4040 -2.1101 0.7437  0.488
H 1.2494 -4.1819 -0.5063  0.491
H -0.5067 -3.4476 -3.3109  0.375
H -1.2495 -4.2531 -1.9126  0.395
H -3.1017 -0.2775 -3.1265  0.428
H -4.2624 1.2806 -1.5980  0.382
H -4.4695 0.7039 0.8064  0.404
H -3.5646 -1.4413 1.6183  0.417

Computed properties:
**Maximum force**: 0.93 eV/Å
**E_HOMO**: -8.56 eV
**Energy above the lowest of the compared OMol25 structures with the same formula, charge and spin**: 1.473 eV
**Structure (SMILES)**: O=C(Nc1ccccn1)c1ccc(COc2ccccc2Cl)o1
**Calculated total energy**: -1451.03670 Eh
**Charge**: 0
**Orbital gap**: 9.1 eV



# 4
Density functional theory data (the ωB97M-V functional and the def2-TZVPD basis) for CH5O10P2STl as an isolated structure.

Each line ends with the Mulliken charge.
CARTESIAN COORDINATES (ANGSTROEM)
Tl -0.0757 0.9956 1.8156  0.774
O -0.0153 -2.8868 1.8295  -0.539
P 0.2661 -2.1816 0.3712  0.512
O 0.1602 -3.2490 -0.6544  -0.776
O -0.5807 -0.9415 0.3119  -0.423
O 1.8065 -1.7311 0.6256  -0.033
P 2.6217 -0.4886 -0.0724  0.821
O 4.0638 -0.7186 0.6876  -0.564
O 2.8294 -0.7441 -1.5180  -0.731
O 2.0580 0.7960 0.4475  -0.645
H 0.0103 -3.8292 1.6449  0.284
H 4.5573 -1.2841 0.0871  0.281
C -2.1847 1.4627 -1.4055  -0.609
S -2.2513 2.5786 -0.0267  1.030
O -3.1523 3.6542 -0.4248  -0.691
O -2.7363 1.7843 1.1045  -0.672
O -0.8591 3.0126 0.1832  -0.691
H -3.2112 1.2612 -1.7083  0.284
H -1.6746 0.5460 -1.0991  0.150
H -1.6320 1.9635 -2.1994  0.237

Computed properties:
**Maximum force**: 0.24 eV/Å
**E_HOMO**: -2.68 eV
**Calculated total energy**: -2047.31480 Eh
**Charge**: -2
**Orbital gap**: 7.6 eV



# 5
Density functional theory data (the ωB97M-V functional and the def2-TZVPD basis) for C20H28N2PmSi as an isolated structure in a non-equilibrium geometry.

Each line ends with the Mulliken charge.
CARTESIAN COORDINATES (ANGSTROEM)
C -0.2368 -2.6590 -0.0544  -0.652
C -0.0891 -1.9771 -1.2930  -0.698
C 1.2225 -2.2194 -1.7882  -0.569
H -0.8569 -1.4139 -1.8096  0.804
C 1.8921 -3.0530 -0.8606  -0.706
C 0.9874 -3.3183 0.2181  -0.842
H 1.1598 -4.0733 0.9759  1.006
H -1.1428 -2.7401 0.5475  0.449
H 1.6048 -1.9544 -2.7727  0.572
H 2.8125 -3.6002 -1.0352  0.566
Pm 1.4735 -0.7968 0.4455  0.767
C 1.0184 2.1971 0.0436  -1.416
H 1.9145 1.5655 -0.1294  0.318
H 1.0744 2.8687 0.9429  0.253
H 0.9453 2.9208 -0.8101  0.413
Si -0.8945 1.2640 -0.2834  1.445
C -2.3144 2.1526 0.5411  0.714
C -3.4256 1.2942 0.5538  -0.482
H -3.5936 0.6438 -0.3025  0.476
C -4.2179 1.2773 1.6947  -0.687
H -5.0092 0.5269 1.7519  0.371
C -4.0028 2.2173 2.7021  -0.544
H -4.6012 2.1531 3.6027  0.367
C -2.9438 3.1488 2.6202  -0.445
H -2.7970 3.8585 3.4398  0.389
C -2.1116 3.1618 1.4912  -0.940
H -1.3145 3.9068 1.2963  0.395
C -0.9610 1.5116 -2.2136  0.522
C -2.2369 1.8125 -2.7556  -0.700
H -3.0022 2.3212 -2.1459  0.386
C -2.5394 1.4555 -4.0829  -0.456
H -3.5213 1.5800 -4.5472  0.378
C -1.5512 0.8590 -4.8887  -0.572
H -1.7959 0.4129 -5.8583  0.356
C -0.2520 0.7131 -4.3923  -0.510
H 0.5202 0.2680 -5.0294  0.372
C 0.0654 1.1015 -3.0824  -0.230
H 1.1259 1.1372 -2.8026  0.312
H -0.5877 0.4487 1.1677  -0.293
H -1.7471 0.0226 -0.6130  -0.289
N 3.9622 -1.0710 1.1588  -0.565
C 4.1886 -1.9974 2.3335  -0.510
C 3.0630 -1.8473 3.3155  -0.680
N 1.7324 -1.9069 2.5804  -0.477
H 4.6682 -1.2799 0.4382  0.274
H 4.2477 -0.1325 1.4673  0.310
H 4.2425 -3.0127 1.9289  0.337
H 5.1389 -1.7646 2.8318  0.401
H 3.0744 -2.6502 4.0643  0.365
H 3.1179 -0.8616 3.7882  0.343
H 1.5231 -2.9059 2.4287  0.268
H 0.9706 -1.5656 3.1805  0.335

Computed properties:
**Maximum force**: 1.85 eV/Å
**E_HOMO (spin up / spin down)**: -10.23 / -10.24 eV
**Multiplicity**: 5
**Energy above the lowest of the compared OMol25 structures with the same formula, charge and spin**: 1.866 eV
**Calculated total energy**: -1785.94938 Eh
**Charge**: +1
**Orbital gap (spin up / spin down)**: 6.6 / 6.8 eV



# 6
Density functional theory data (the ωB97M-V functional and the def2-TZVPD basis) for a 2-piece molecular cluster, C5H12NP overall in a non-equilibrium geometry.

Each line ends with the Mulliken charge.
CARTESIAN COORDINATES (ANGSTROEM)
C -0.6439 -0.4838 -0.4502  -0.166
C -2.1211 -2.3164 -1.3547  -0.977
C 1.4201 -1.4978 0.4476  -0.556
C 2.1914 2.6838 1.4666  -0.838
C -2.0408 -0.8898 -0.8403  -0.289
N 0.3000 -1.1577 -0.0223  -0.059
P 1.0627 2.8644 -0.1257  0.029
H -3.1932 -2.6571 -1.5261  0.303
H -1.8504 -2.4519 -2.4248  0.298
H -1.6662 -3.1088 -0.6693  0.262
H 1.3865 -1.4809 1.5008  0.301
H 1.0569 1.5762 -0.2011  -0.012
H 2.2127 -1.5643 -0.1772  0.334
H 3.1245 2.9933 1.1594  0.285
H 2.2285 1.6916 1.8898  0.268
H 1.8040 3.3799 2.3090  0.251
H -2.5818 -0.5638 0.1121  0.249
H -2.4032 -0.0934 -1.5331  0.298
H -0.2869 3.0765 0.4396  0.019

Computed properties:
**Maximum force**: 4.01 eV/Å
**E_HOMO**: -7.58 eV
**Energy above the lowest of the compared OMol25 structures with the same formula, charge and spin**: 4.074 eV
**Calculated total energy**: -593.64698 Eh
**Charge**: 0
**Orbital gap**: 8.4 eV



# 7
Density functional theory data (the ωB97M-V functional and the def2-TZVPD basis) for a 2-piece molecular cluster, C5H12N3 overall in a non-equilibrium geometry.

Each line ends with the Mulliken charge.
CARTESIAN COORDINATES (ANGSTROEM)
C 0.0773 -2.1862 1.0647  0.088
C 0.3091 -2.4297 -0.2430  -0.915
C -0.5823 -0.6364 2.7884  -0.673
N -0.2559 -0.9169 1.5116  0.046
H 0.2733 -2.9065 1.8580  0.269
H 0.1448 -1.7072 -1.0273  0.207
H 0.5486 -3.4416 -0.5514  0.262
H -0.8131 0.3941 3.0200  0.258
H -0.5665 -1.4378 3.5149  0.257
H -0.1351 -0.1367 0.7920  0.465
C 1.3469 1.3034 -0.3585  -1.041
N -0.2273 2.1487 -2.5195  -0.622
C -0.7297 1.3621 -1.4459  -0.103
N -0.0663 0.9049 -0.4786  -0.421
H 1.9586 0.4102 -0.2265  0.285
H 1.4319 1.9682 0.4988  0.294
H 1.6976 1.8205 -1.2564  0.421
H -0.6324 1.7961 -3.3847  0.279
H -0.6607 3.0718 -2.4839  0.240
H -1.8027 1.1923 -1.5365  0.401

Computed properties:
**Maximum force**: 1.88 eV/Å
**E_HOMO (spin up / spin down)**: -5.29 / -8.22 eV
**Multiplicity**: 2
**Energy above the lowest of the compared OMol25 structures with the same formula, charge and spin**: 0.633 eV
**Calculated total energy**: -361.85957 Eh
**Charge**: 0
**Orbital gap (spin up / spin down)**: 5.9 / 8.8 eV



# 8
Density functional theory data (the ωB97M-V functional and the def2-TZVPD basis) for the molecule C15H24ClNO2.

Each line ends with the Mulliken charge.
CARTESIAN COORDINATES (ANGSTROEM)
C -1.2116 2.9788 -1.0167  -2.071
C -0.4154 2.6587 0.2100  0.369
C 0.7236 1.8692 0.1283  -0.097
C 1.4595 1.5547 1.2645  0.236
O 2.5950 0.8049 1.3064  -0.448
C 2.9985 0.0160 0.2058  -0.639
C 2.3919 -1.3915 0.2347  -0.679
C 0.8723 -1.3992 0.0858  0.248
C 0.3113 -2.8172 0.0194  -0.701
C -1.2279 -2.8369 0.0724  -1.112
N -1.9553 -2.0448 -0.8929  -0.221
C -1.9631 -2.4694 -2.2734  -0.735
C -0.7844 -2.0004 -3.1489  0.022
O -1.0208 -2.2294 -4.5182  -0.550
C 1.0468 2.0650 2.4958  -0.727
C -0.0781 2.8607 2.6103  0.780
C -0.5116 3.4016 3.9361  -1.751
C -0.8024 3.1410 1.4538  0.889
Cl -2.2281 4.1235 1.5704  -0.253
H -0.7603 2.5372 -1.9012  0.351
H -1.2735 4.0573 -1.1556  0.475
H -2.2292 2.6030 -0.9144  0.409
H 1.0183 1.5110 -0.8453  0.161
H 4.0858 -0.0625 0.3070  0.338
H 2.7819 0.5099 -0.7464  0.321
H 2.8451 -1.9671 -0.5757  0.368
H 2.6633 -1.8652 1.1801  0.325
H 0.6000 -0.8632 -0.8257  -0.106
H 0.4217 -0.8773 0.9332  0.292
H 0.6795 -3.3943 0.8704  0.459
H 0.6648 -3.3115 -0.8876  0.275
H -1.5722 -3.8706 -0.0289  0.427
H -1.5397 -2.4770 1.0582  0.421
H -1.7182 -1.0630 -0.8157  0.197
H -2.0221 -3.5624 -2.2912  0.446
H -2.8782 -2.0747 -2.7327  0.269
H -0.6657 -0.9171 -3.0547  0.100
H 0.1531 -2.4837 -2.8406  0.138
H -1.2023 -3.1666 -4.6490  0.323
H 1.6335 1.8224 3.3677  0.355
H -1.5172 3.0571 4.1741  0.360
H 0.1669 3.0827 4.7219  0.354
H -0.5352 4.4902 3.9087  0.381

Computed properties:
**Maximum force**: 0.61 eV/Å
**E_HOMO**: -8.25 eV
**Energy above the lowest of the compared OMol25 structures with the same formula, charge and spin**: 0.343 eV
**Structure (SMILES)**: Cc1cc(OCCCCCNCCO)cc(C)c1Cl
**Calculated total energy**: -1251.38035 Eh
**Charge**: 0
**Orbital gap**: 9.0 eV